No. 1
{
  "formula": "C30H51NO13P",
  "method": "ωB97M-V/def2-TZVPD",
  "symbols": ["C", "C", "O", "O", "C", "C", "C", "C", "C", "C", "C", "C", "C", "C", "C", "P", "O", "O", "O", "C", "N", "H", "H", "H", "H", "H", "H", "H", "H", "H", "H", "H", "H", "H", "H", "H", "H", "H", "H", "H", "H", "H", "H", "H", "H", "H", "H", "H", "O", "C", "O", "C", "C", "C", "H", "H", "H", "H", "H", "H", "O", "C", "O", "C", "C", "C", "H", "H", "H", "H", "H", "H", "O", "C", "O", "C", "C", "C", "H", "H", "H", "H", "H", "H", "O", "C", "O", "C", "C", "C", "H", "H", "H", "H", "H", "H"],
  "xyz": [[0.036, -2.459, 2.730], [0.247, -0.979, 2.573], [0.133, -0.232, 3.449], [0.608, -0.559, 1.325], [-0.363, 0.267, 0.648], [-1.433, -0.583, -0.003], [-2.605, 0.207, -0.604], [-3.615, -0.774, -1.219], [-4.561, -1.456, -0.201], [-4.876, -2.915, -0.618], [-4.348, -3.929, 0.419], [-3.889, -5.273, -0.181], [-2.600, -5.009, -0.940], [-1.405, -4.298, -0.282], [-0.402, -4.374, -1.464], [1.360, -4.042, -1.073], [2.044, -5.327, -0.914], [1.384, -3.148, 0.237], [1.913, -3.091, -2.233], [-0.645, -5.801, -1.865], [-1.834, -6.159, -1.541], [0.220, -3.003, 1.804], [-1.009, -2.610, 3.030], [0.684, -2.841, 3.521], [0.196, 0.813, -0.118], [-0.781, 1.002, 1.343], [-0.965, -1.164, -0.820], [-1.843, -1.293, 0.732], [-3.081, 0.816, 0.177], [-2.230, 0.911, -1.355], [-4.215, -0.291, -1.998], [-3.019, -1.559, -1.716], [-4.080, -1.466, 0.783], [-5.469, -0.857, -0.090], [-5.946, -3.083, -0.781], [-4.405, -3.072, -1.593], [-3.507, -3.498, 0.978], [-5.124, -4.115, 1.169], [-3.768, -6.032, 0.598], [-4.644, -5.627, -0.895], [-2.863, -4.414, -1.829], [-1.586, -3.322, 0.164], [-1.002, -4.985, 0.477], [-0.802, -3.689, -2.234], [0.877, -2.319, 0.231], [1.263, -2.782, -2.877], [0.097, -6.469, -2.296], [-2.187, -7.105, -1.655], [-1.175, 3.220, -0.033], [-2.063, 4.016, 0.099], [-3.349, 3.620, 0.240], [-4.221, 4.772, 0.289], [-3.333, 5.929, 0.726], [-1.988, 5.527, 0.125], [-4.636, 4.922, -0.711], [-5.033, 4.551, 0.977], [-3.696, 6.898, 0.397], [-3.259, 5.944, 1.814], [-1.871, 5.881, -0.902], [-1.125, 5.846, 0.703], [7.663, -0.577, -0.145], [6.778, -1.353, -0.362], [5.884, -1.166, -1.366], [4.867, -2.177, -1.315], [5.489, -3.345, -0.555], [6.433, -2.617, 0.399], [4.001, -1.763, -0.793], [4.582, -2.425, -2.335], [4.750, -3.975, -0.063], [6.060, -3.969, -1.244], [5.951, -2.320, 1.333], [7.339, -3.166, 0.641], [-4.485, 8.681, -0.632], [-4.222, 8.495, -1.785], [-2.943, 8.373, -2.215], [-2.902, 8.263, -3.650], [-4.285, 7.756, -4.049], [-5.166, 8.376, -2.966], [-2.687, 9.251, -4.060], [-2.091, 7.589, -3.912], [-4.559, 8.033, -5.065], [-4.315, 6.668, -3.974], [-5.500, 9.381, -3.228], [-6.032, 7.780, -2.694], [6.291, -1.586, 3.523], [7.143, -0.782, 3.786], [7.140, -0.092, 4.947], [8.209, 0.873, 4.959], [9.227, 0.356, 3.946], [8.324, -0.355, 2.941], [7.794, 1.841, 4.668], [8.587, 0.942, 5.975], [9.840, 1.147, 3.520], [9.890, -0.365, 4.426], [7.954, 0.310, 2.160], [8.779, -1.218, 2.466]],
  "gap_ev": 6.90,
  "lumo_energy_ev": -4.36,
  "charge": 1,
  "e_tot_ha": -2547.8539,
  "mol_weight_g_mol": 664.71
}

No. 2
{
  "formula": "C49H40ClF12N5O7P2Zr",
  "method": "ωB97M-V/def2-TZVPD",
  "symbols": ["Zr", "C", "C", "C", "C", "C", "N", "C", "C", "C", "C", "C", "C", "C", "C", "O", "C", "F", "F", "F", "C", "F", "F", "F", "C", "C", "C", "O", "C", "F", "F", "F", "C", "F", "F", "F", "H", "H", "H", "H", "H", "H", "H", "H", "H", "H", "H", "H", "N", "P", "C", "C", "C", "C", "C", "C", "C", "C", "C", "C", "C", "C", "P", "C", "C", "C", "C", "C", "C", "C", "C", "C", "C", "C", "C", "H", "H", "H", "H", "H", "H", "H", "H", "H", "H", "H", "H", "H", "H", "H", "H", "H", "H", "H", "H", "H", "C", "N", "C", "C", "C", "N", "C", "O", "N", "H", "H", "H", "H", "H", "H", "H", "O", "Cl", "O", "O", "O"],
  "xyz": [[-0.096, 1.139, 0.215], [-6.025, 0.307, 3.979], [-4.940, 0.166, 2.942], [-5.225, 0.127, 1.582], [-4.217, 0.049, 0.648], [-2.860, 0.010, 1.003], [-1.882, -0.021, -0.021], [-2.233, -0.754, -1.177], [-2.870, -1.994, -1.041], [-3.193, -2.781, -2.126], [-2.902, -2.370, -3.423], [-3.266, -3.217, -4.612], [-2.248, -1.160, -3.570], [-1.895, -0.358, -2.485], [-1.098, 0.913, -2.673], [-0.033, 0.963, -1.775], [-0.443, 1.115, -4.080], [0.368, 2.177, -4.062], [-1.296, 1.287, -5.093], [0.309, 0.037, -4.382], [-2.091, 2.149, -2.543], [-2.855, 2.098, -1.449], [-2.938, 2.166, -3.584], [-1.433, 3.309, -2.537], [-2.563, 0.034, 2.387], [-3.609, 0.130, 3.309], [-1.121, 0.183, 2.906], [-0.156, 0.077, 1.937], [-0.688, -0.800, 4.051], [0.264, -0.265, 4.839], [-1.678, -1.195, 4.853], [-0.144, -1.907, 3.519], [-1.041, 1.628, 3.556], [0.222, 2.066, 3.659], [-1.586, 1.666, 4.783], [-1.690, 2.517, 2.797], [-7.011, 0.180, 3.532], [-5.994, 1.295, 4.442], [-5.913, -0.431, 4.774], [-6.255, 0.177, 1.246], [-4.467, 0.047, -0.404], [-3.114, -2.336, -0.043], [-3.657, -3.748, -1.961], [-4.349, -3.263, -4.746], [-2.904, -4.239, -4.483], [-2.830, -2.818, -5.527], [-2.011, -0.832, -4.573], [-3.381, 0.194, 4.362], [2.033, -2.149, -0.181], [2.426, -0.495, -0.575], [4.111, -0.418, 0.183], [4.887, 0.699, -0.148], [6.135, 0.897, 0.415], [6.643, -0.028, 1.323], [5.896, -1.148, 1.639], [4.637, -1.342, 1.075], [3.015, -0.595, -2.297], [2.939, 0.555, -3.073], [3.462, 0.561, -4.362], [4.056, -0.584, -4.869], [4.136, -1.735, -4.089], [3.624, -1.741, -2.804], [0.288, -2.523, -0.159], [0.372, -3.972, 0.958], [-0.731, -4.238, 1.763], [-0.764, -5.371, 2.567], [0.315, -6.241, 2.579], [1.427, -5.979, 1.784], [1.453, -4.856, 0.972], [0.207, -3.435, -1.770], [-0.210, -4.762, -1.885], [-0.231, -5.392, -3.122], [0.161, -4.705, -4.265], [0.537, -3.374, -4.167], [0.541, -2.746, -2.930], [2.343, -2.282, 0.779], [4.512, 1.410, -0.879], [6.720, 1.766, 0.140], [7.623, 0.116, 1.759], [6.287, -1.884, 2.330], [4.104, -2.249, 1.330], [2.451, 1.438, -2.678], [3.387, 1.453, -4.970], [4.458, -0.584, -5.874], [4.598, -2.629, -4.489], [3.678, -2.632, -2.190], [-1.570, -3.550, 1.760], [-1.631, -5.570, 3.184], [0.290, -7.127, 3.200], [2.267, -6.662, 1.788], [2.302, -4.673, 0.324], [-0.525, -5.315, -1.009], [-0.556, -6.423, -3.192], [0.163, -5.205, -5.226], [0.816, -2.814, -5.051], [0.795, -1.696, -2.878], [3.603, 4.320, 0.651], [3.396, 3.191, 1.562], [4.083, 3.080, 2.727], [3.970, 1.998, 3.524], [3.102, 0.965, 3.067], [2.406, 1.106, 1.953], [2.505, 2.210, 1.221], [1.806, 2.341, 0.173], [2.980, -0.202, 3.714], [4.074, 5.129, 1.202], [2.646, 4.639, 0.251], [4.247, 4.011, -0.173], [4.724, 3.915, 2.973], [4.513, 1.927, 4.454], [3.324, -0.298, 4.653], [2.224, -0.804, 3.425], [0.495, 4.763, -0.607], [-0.341, 4.413, 0.490], [0.402, 4.278, 1.709], [-1.462, 5.265, 0.639], [-0.930, 3.002, 0.197]],
  "gap_ev": 7.06,
  "lumo_energy_ev": -0.01,
  "e_tot_ha": -5080.1147,
  "relative_energy_kcal_mol": 106.48,
  "mol_weight_g_mol": 1227.49
}

No. 3
{
  "formula": "C27H64BInNO15",
  "method": "ωB97M-V/def2-TZVPD",
  "symbols": ["C", "C", "O", "B", "O", "In", "O", "C", "N", "H", "H", "H", "H", "H", "H", "H", "H", "C", "O", "C", "C", "O", "C", "C", "O", "C", "H", "H", "H", "H", "H", "H", "H", "H", "H", "H", "H", "H", "H", "H", "C", "O", "C", "C", "O", "C", "C", "O", "C", "H", "H", "H", "H", "H", "H", "H", "H", "H", "H", "H", "H", "H", "H", "C", "O", "C", "C", "O", "C", "C", "O", "C", "H", "H", "H", "H", "H", "H", "H", "H", "H", "H", "H", "H", "H", "H", "C", "O", "C", "C", "O", "C", "C", "O", "C", "H", "H", "H", "H", "H", "H", "H", "H", "H", "H", "H", "H", "H", "H"],
  "xyz": [[5.218, 2.629, 2.745], [5.471, 3.187, 1.306], [5.194, 4.588, 1.154], [3.813, 4.895, 1.253], [3.527, 6.194, 1.801], [2.113, 3.444, 0.643], [0.461, 3.769, 1.940], [0.296, 2.637, 2.586], [0.289, 1.718, 3.282], [5.904, 3.161, 3.444], [4.147, 2.660, 3.066], [5.485, 1.535, 2.710], [4.985, 2.552, 0.517], [6.578, 3.074, 1.116], [3.904, 6.175, 2.701], [1.698, 3.692, -1.102], [2.764, 1.763, 0.811], [8.128, -4.616, 3.311], [7.937, -3.713, 4.380], [8.636, -2.490, 4.199], [7.842, -1.316, 4.748], [6.735, -0.937, 3.937], [5.618, -1.826, 3.909], [4.836, -1.878, 5.212], [5.536, -2.642, 6.188], [5.282, -2.206, 7.507], [9.156, -4.991, 3.306], [7.446, -5.456, 3.450], [7.892, -4.141, 2.354], [8.853, -2.312, 3.141], [9.586, -2.571, 4.746], [8.501, -0.445, 4.760], [7.531, -1.483, 5.781], [5.916, -2.819, 3.576], [4.952, -1.424, 3.141], [3.873, -2.371, 5.035], [4.658, -0.858, 5.565], [5.456, -1.128, 7.603], [5.977, -2.721, 8.171], [4.257, -2.451, 7.802], [7.328, -9.225, -0.745], [7.415, -7.874, -1.148], [7.418, -7.717, -2.559], [6.672, -6.459, -2.975], [5.255, -6.563, -2.874], [4.696, -6.592, -1.562], [4.797, -5.270, -0.817], [6.122, -5.060, -0.349], [6.467, -3.690, -0.279], [8.253, -9.757, -0.987], [7.179, -9.246, 0.336], [6.472, -9.720, -1.217], [6.964, -8.583, -3.054], [8.465, -7.636, -2.879], [6.873, -6.288, -4.035], [7.037, -5.578, -2.445], [5.106, -7.416, -0.979], [3.634, -6.809, -1.708], [4.137, -5.298, 0.059], [4.480, -4.458, -1.479], [6.267, -3.187, -1.230], [7.537, -3.622, -0.079], [5.919, -3.200, 0.532], [-6.887, 2.264, -1.479], [-5.872, 2.582, -0.554], [-5.538, 1.494, 0.298], [-4.051, 1.478, 0.618], [-3.231, 1.036, -0.459], [-3.091, 1.912, -1.575], [-2.279, 3.165, -1.280], [-3.050, 4.093, -0.530], [-2.254, 4.894, 0.327], [-7.845, 2.132, -0.964], [-6.975, 3.092, -2.185], [-6.633, 1.361, -2.043], [-5.817, 0.537, -0.156], [-6.105, 1.621, 1.231], [-3.891, 0.752, 1.418], [-3.707, 2.440, 0.999], [-4.061, 2.152, -2.010], [-2.545, 1.334, -2.326], [-2.006, 3.649, -2.226], [-1.368, 2.885, -0.743], [-1.606, 4.274, 0.951], [-2.924, 5.452, 0.984], [-1.655, 5.599, -0.258], [-14.465, 3.476, -5.172], [-13.442, 3.795, -4.253], [-13.102, 2.707, -3.404], [-11.614, 2.694, -3.096], [-10.800, 2.254, -4.180], [-10.672, 3.131, -5.296], [-9.860, 4.385, -5.006], [-10.623, 5.312, -4.247], [-9.823, 6.111, -3.397], [-15.419, 3.342, -4.653], [-14.557, 4.304, -5.876], [-14.214, 2.573, -5.739], [-13.383, 1.750, -3.857], [-13.662, 2.833, -2.468], [-11.446, 1.969, -2.297], [-11.269, 3.657, -2.716], [-11.646, 3.370, -5.721], [-10.132, 2.555, -6.053], [-9.596, 4.871, -5.954], [-8.943, 4.105, -4.479], [-9.167, 5.490, -2.778], [-10.488, 6.666, -2.735], [-9.230, 6.819, -3.984]],
  "gap_ev": 6.86,
  "lumo_energy_ev": 2.00,
  "charge": -1,
  "e_tot_ha": -2465.2885,
  "mol_weight_g_mol": 768.43
}

Q: Number 2 is which compound?
A: C49H40ClF12N5O7P2Zr